{
  "formula": "C43H72CaGeN6P3",
  "method": "ωB97M-V/def2-TZVPD",
  "e_homo_ha": [-0.432, -0.454],
  "charge": 2,
  "multiplicity": 2,
  "s2": 0.75,
  "elements": ["Ge", "Ca", "P", "P", "P", "N", "N", "N", "N", "N", "N", "C", "C", "C", "C", "C", "C", "C", "C", "C", "C", "C", "C", "C", "C", "C", "C", "C", "C", "C", "C", "C", "C", "C", "C", "C", "C", "C", "C", "C", "C", "C", "C", "C", "C", "C", "C", "C", "C", "C", "C", "C", "C", "C", "H", "H", "H", "H", "H", "H", "H", "H", "H", "H", "H", "H", "H", "H", "H", "H", "H", "H", "H", "H", "H", "H", "H", "H", "H", "H", "H", "H", "H", "H", "H", "H", "H", "H", "H", "H", "H", "H", "H", "H", "H", "H", "H", "H", "H", "H", "H", "H", "H", "H", "H", "H", "H", "H", "H", "H", "H", "H", "H", "H", "H", "H", "H", "H", "H", "H", "H", "H", "H", "H", "H", "H"],
  "coordinates": [[-0.285, 0.144, 1.009], [1.209, -0.890, -1.467], [-1.581, -2.187, -1.148], [2.685, 1.778, -0.879], [2.292, -2.059, 1.065], [-1.123, 0.455, -3.972], [-2.048, 0.097, 0.296], [0.642, 1.803, 1.098], [0.051, -1.158, 2.337], [-1.337, 1.035, 2.608], [-0.031, 0.728, -3.072], [2.782, -3.731, 0.419], [-0.398, 2.250, 4.580], [-1.921, -4.114, 0.910], [-1.265, -3.928, -3.292], [-3.169, -1.166, 5.031], [-2.217, 2.624, -3.613], [3.065, -0.461, 3.173], [-1.286, -2.339, 4.067], [-0.345, 1.885, 3.252], [0.859, -2.353, 2.173], [1.545, 3.607, 4.241], [0.670, 2.326, 2.396], [4.246, 3.942, 0.115], [2.310, -3.849, -1.034], [4.162, -2.717, 3.112], [-2.870, -0.050, 4.257], [4.613, 1.735, 1.246], [-2.446, -0.568, -0.935], [3.607, -1.571, 2.268], [-2.845, 1.097, -5.487], [2.903, 2.724, -2.491], [-1.779, -0.089, 3.417], [4.229, 2.421, -0.055], [-2.788, 1.208, 0.709], [-4.473, 2.916, 0.544], [-0.984, -1.231, 3.278], [-0.668, 2.323, -5.577], [3.246, 1.772, -3.642], [-2.633, -3.455, -0.263], [-2.367, -2.291, 4.941], [-3.019, 2.884, 2.453], [-1.689, 1.649, -4.660], [1.612, 3.209, 2.911], [2.332, -4.943, 1.234], [-3.996, -2.930, 0.185], [-1.918, -2.595, -2.921], [-2.412, 1.760, 1.941], [1.829, 3.758, -2.822], [1.208, 2.549, -0.016], [-3.394, -2.571, -3.310], [-4.066, 3.469, 1.747], [0.560, 3.120, 5.084], [-3.837, 1.799, 0.013], [-1.420, 3.122, -3.055], [3.876, -3.696, 0.413], [-2.587, -3.157, 5.551], [-2.261, 0.017, -1.845], [-2.878, 2.122, -2.905], [-0.202, -3.961, -3.037], [4.141, 1.192, -3.411], [1.248, -2.662, 3.148], [4.684, 0.656, 1.126], [-1.418, -1.799, -3.472], [0.619, 1.373, -3.518], [-4.558, 4.347, 2.140], [-2.681, 3.304, 3.392], [-3.954, -3.352, -2.793], [2.456, 1.055, -3.881], [2.079, 4.263, -3.757], [4.926, -2.325, 3.784], [-3.887, -2.149, 0.942], [1.452, 3.560, 0.318], [3.900, 1.949, 2.041], [3.452, 2.334, -4.555], [-0.308, 1.627, -6.337], [4.982, 2.154, -0.807], [2.408, 3.585, 2.288], [-0.956, -4.534, 0.618], [1.219, -3.748, -1.102], [-2.789, 3.412, -4.103], [-1.776, -3.396, 1.717], [3.580, 4.268, 0.913], [4.418, -1.178, 1.650], [-2.494, 0.344, -6.198], [0.448, 2.683, -0.797], [3.884, -0.016, 3.740], [-5.296, 3.362, 0.001], [0.287, -3.196, 1.785], [-3.316, 1.895, -6.059], [-0.750, -0.160, -4.689], [-2.532, -4.928, 1.303], [2.799, -3.103, -1.679], [5.252, 4.254, 0.398], [-3.861, -1.610, -3.091], [3.979, 4.494, -0.785], [-4.557, -3.750, 0.638], [-0.696, -3.243, 4.004], [-3.596, 0.640, -4.843], [-3.521, -0.744, -0.900], [-1.746, -4.772, -2.794], [2.601, -4.859, 2.285], [-0.446, 1.267, -2.308], [4.625, -3.502, 2.515], [-4.597, -2.542, -0.636], [5.588, 2.100, 1.574], [1.252, -5.086, 1.170], [-1.182, 1.860, 5.218], [2.801, -5.847, 0.843], [-2.790, -4.219, -1.030], [-3.483, 0.840, 4.309], [2.562, 0.331, 2.617], [-3.501, -2.753, -4.381], [0.828, 3.342, -2.937], [1.762, 4.521, -2.046], [2.346, -0.861, 3.890], [-4.168, 1.395, -0.935], [-1.124, 3.168, -6.094], [0.192, 2.722, -5.034], [3.816, 3.295, -2.326], [-1.352, -4.100, -4.366], [3.388, -3.168, 3.737], [2.564, -4.820, -1.463], [0.529, 3.418, 6.123], [-4.018, -1.149, 5.700], [2.287, 4.296, 4.623]],
  "forces_ev_per_a": [[0.0, 0.0, -0.1], [0.1, -0.1, 0.1], [0.0, 0.0, 0.0], [-0.1, 0.0, -0.1], [0.0, 0.1, 0.0], [0.1, 0.0, 0.0], [0.0, 0.0, -0.1], [0.2, 0.1, 0.0], [0.0, -0.1, 0.1], [-0.1, 0.0, 0.0], [-0.1, 0.0, 0.1], [0.0, 0.0, 0.0], [0.0, 0.0, 0.0], [0.0, 0.0, 0.0], [0.0, 0.0, 0.0], [0.0, 0.0, 0.0], [0.0, 0.0, 0.0], [0.0, 0.0, 0.0], [0.0, 0.0, 0.0], [0.0, 0.0, 0.0], [0.0, 0.0, 0.0], [0.0, 0.0, 0.0], [0.0, 0.0, 0.0], [0.0, 0.0, 0.0], [0.0, 0.0, 0.0], [0.0, 0.0, 0.0], [0.0, 0.0, 0.0], [0.0, 0.0, 0.0], [0.0, 0.0, 0.1], [0.0, 0.0, 0.0], [0.0, 0.0, 0.0], [0.0, 0.0, 0.0], [0.0, 0.0, 0.0], [0.0, 0.0, 0.0], [0.0, 0.0, 0.0], [0.0, 0.0, 0.0], [0.0, 0.0, 0.0], [0.0, 0.0, 0.0], [0.0, 0.0, 0.0], [0.0, 0.0, 0.0], [0.0, 0.0, 0.0], [0.0, 0.0, 0.0], [0.0, 0.0, 0.0], [0.0, 0.0, 0.0], [0.0, 0.0, 0.0], [0.0, 0.0, 0.0], [-0.1, 0.0, 0.0], [0.0, 0.0, 0.0], [0.0, 0.0, 0.0], [0.0, 0.0, 0.0], [0.0, 0.0, 0.0], [0.0, 0.0, 0.0], [0.0, 0.0, 0.0], [0.0, 0.0, 0.0], [0.0, 0.0, 0.0], [0.0, 0.0, 0.0], [0.0, 0.0, 0.0], [0.0, 0.0, 0.0], [0.0, 0.0, 0.0], [0.0, 0.0, 0.0], [0.0, 0.0, 0.0], [0.0, 0.0, 0.0], [0.0, 0.1, 0.0], [0.0, 0.1, -0.1], [0.1, 0.1, 0.0], [0.0, 0.0, 0.0], [0.0, 0.0, 0.0], [0.0, 0.0, 0.0], [0.0, 0.0, 0.0], [0.0, 0.0, 0.0], [0.0, 0.0, 0.0], [0.0, 0.0, 0.0], [0.0, 0.0, 0.0], [0.0, 0.0, 0.0], [0.0, 0.0, 0.0], [0.0, 0.0, 0.0], [0.0, 0.0, 0.0], [0.0, 0.0, 0.0], [0.0, 0.0, 0.0], [0.0, 0.0, 0.0], [0.0, 0.0, 0.0], [0.0, 0.0, 0.0], [0.0, 0.0, 0.0], [0.0, 0.0, 0.0], [0.0, 0.0, 0.0], [0.0, 0.0, 0.0], [0.0, 0.0, 0.0], [0.0, 0.0, 0.0], [0.0, 0.0, 0.0], [0.0, 0.0, 0.0], [0.0, 0.0, 0.0], [0.0, 0.0, 0.0], [0.0, 0.0, 0.0], [0.0, 0.0, 0.0], [0.0, 0.0, 0.0], [0.0, 0.0, 0.0], [0.0, 0.0, 0.0], [0.0, 0.0, 0.0], [0.0, 0.0, 0.0], [0.0, 0.0, 0.0], [0.0, 0.0, 0.0], [0.0, 0.0, 0.0], [0.0, 0.0, 0.0], [0.0, 0.0, 0.0], [0.0, 0.0, 0.0], [0.0, 0.0, 0.0], [0.0, 0.0, 0.0], [0.0, 0.0, 0.0], [0.0, 0.0, 0.0], [0.0, 0.0, 0.0], [0.0, 0.0, 0.0], [0.0, 0.0, 0.0], [0.0, 0.0, 0.0], [0.0, 0.0, 0.0], [0.0, 0.0, 0.0], [0.0, 0.0, 0.0], [0.0, 0.0, 0.0], [0.0, 0.0, 0.0], [0.0, 0.0, 0.0], [0.0, 0.0, 0.0], [0.0, 0.0, 0.0], [0.0, 0.0, 0.0], [0.0, 0.0, 0.0], [0.0, 0.0, 0.0], [0.0, 0.0, 0.0], [0.0, 0.0, 0.0]]
}